Entry i
Computed, not measured: the molecule C9H8N2O2, with ωB97M-V with the def2-TZVPD basis set.

HOMO energy: -8.838 eV
HOMO-LUMO gap: 9.42 eV
multiplicity: 1
E_LUMO: 0.58 eV

Last column: Löwdin charge in e.
Cartesian coordinates (Å):
O  -2.7318  -1.4112  -0.2628  -0.083
C  -1.8587  -2.4181  0.1935  -0.252
C  -0.4403  -1.9660  0.1516  0.045
C  0.6760  -1.5290  0.0814  0.075
C  1.8861  -0.7918  -0.0185  -0.341
N  3.1041  -1.2140  -0.1165  0.121
C  3.8853  -0.0848  -0.1589  -0.134
C  3.1372  1.0406  -0.0972  -0.034
N  1.8355  0.5732  -0.0314  -0.029
C  0.6615  1.2772  0.0548  0.014
C  -0.4366  1.8075  0.1674  0.064
C  -1.8281  2.2954  0.2104  -0.308
O  -2.7168  1.4603  -0.4224  -0.059
H  -2.5389  -1.3164  -1.2268  0.126
H  -1.9911  -3.3157  -0.4676  0.133
H  -2.1447  -2.7151  1.2138  0.126
H  4.9658  -0.1056  -0.1761  0.101
H  3.3426  2.0853  -0.1148  0.114
H  -1.9259  3.2996  -0.2468  0.129
H  -2.1610  2.4441  1.2572  0.123
H  -2.7202  0.5843  0.0097  0.067

***

Entry ii
Computed, not measured: a cluster of 2 separate species, C9H8N2O2 in total, with ωB97M-V with the def2-TZVPD basis set.

HOMO energy: -7.911 eV
HOMO-LUMO gap: 7.70 eV
multiplicity: 1
E_LUMO: -0.22 eV

Last column: Löwdin charge in e.
Cartesian coordinates (Å):
C  1.2873  0.2101  -0.8949  0.025
C  -2.9615  0.3957  0.8714  -0.118
C  -2.8699  -1.0268  0.7657  -0.086
C  -2.0875  1.2288  0.3051  -0.074
C  -1.8509  -1.6068  0.0788  -0.019
C  -1.0394  0.7674  -0.6116  -0.224
C  -0.8544  -0.7766  -0.5397  -0.080
C  0.5278  -1.0496  -0.5936  -0.290
C  4.3039  0.3042  0.4053  -0.429
N  0.4321  1.1914  -0.6519  0.034
N  4.6936  1.4121  0.1124  0.180
O  1.1463  -2.2407  -0.5827  0.049
O  4.0189  -0.6791  0.9590  0.133
H  -3.7929  0.8347  1.6112  0.150
H  -3.6120  -1.5195  1.3606  0.093
H  -2.0090  2.3507  0.3897  0.127
H  -1.5122  -2.5778  0.0495  0.089
H  -1.4818  0.9797  -1.5672  0.154
H  5.1636  1.6929  -0.7217  0.072
H  0.5575  2.1607  -0.7117  0.104
H  1.9406  -2.0516  -0.0337  0.110

***

Entry iii
Computed, not measured: a structure of composition C9H8N2O2, with ωB97M-V with the def2-TZVPD basis set.

HOMO energy: -7.944 eV
HOMO-LUMO gap: 8.15 eV
multiplicity: 1
E_LUMO: 0.21 eV

Last column: Löwdin charge in e.
Cartesian coordinates (Å):
C  1.0341  -2.8082  1.6005  -0.110
C  -0.1350  -2.0992  2.0593  -0.073
C  1.7657  -2.3741  0.5228  -0.088
C  -0.4720  -0.9553  1.3764  -0.069
C  1.2570  -1.2937  -0.2265  -0.008
C  0.1141  -0.6081  0.2045  -0.300
C  -1.9520  2.0822  -0.6413  -0.126
C  0.6783  1.4103  -1.8011  -0.229
C  -0.9525  3.0544  -1.1603  -0.137
N  -1.6185  0.8674  -0.3365  0.061
N  -0.2674  0.5632  -0.3755  0.022
O  1.6908  0.9665  -2.2396  0.157
O  -0.0206  2.5347  -2.1489  0.010
H  1.3350  -3.6857  2.1893  0.097
H  -0.6421  -2.6234  2.9237  0.122
H  2.6903  -2.8600  0.2818  0.095
H  -1.3920  -0.7022  1.8207  0.093
H  1.5414  -0.9469  -1.2451  0.102
H  -3.0496  2.1834  -0.7516  0.115
H  -1.4120  3.9584  -1.6204  0.139
H  -0.1928  3.3363  -0.4322  0.127

***

The structure with the least stability is entry i.

***

Entry i
Computed, not measured: the molecule C6H9N3O, with ωB97M-V with the def2-TZVPD basis set.

HOMO energy: -9.281 eV
HOMO-LUMO gap: 9.84 eV
multiplicity: 1
E_LUMO: 0.56 eV

Last column: Löwdin charge in e.
Cartesian coordinates (Å):
C  -3.2298  0.0083  -0.3570  0.013
C  -1.9200  -0.4138  0.2890  -0.509
O  -1.8567  -1.1465  1.2400  0.089
N  -0.8075  0.0338  -0.4272  0.125
C  0.4680  -0.4868  -0.1573  -0.454
N  0.8525  -1.6961  -0.3366  0.128
C  2.2443  -1.7025  0.0132  -0.120
C  2.6153  -0.4929  0.1710  -0.105
N  1.4730  0.3177  0.1020  -0.053
C  1.5230  1.8110  0.3022  0.020
H  -3.5844  -0.8941  -0.8392  0.100
H  -3.2783  0.8415  -0.8009  -0.011
H  -3.9602  0.2024  0.4603  0.107
H  -1.0099  0.3835  -1.4386  0.195
H  2.7736  -2.8026  -0.1935  0.166
H  3.4667  -0.2310  0.4182  0.036
H  0.5195  2.2148  -0.1836  0.121
H  2.4658  2.1274  0.2628  0.020
H  1.2453  1.9259  1.4752  0.131

***

Entry ii
Computed, not measured: a structure of composition C6H9N3O, with ωB97M-V with the def2-TZVPD basis set.

HOMO energy: -9.353 eV
HOMO-LUMO gap: 9.77 eV
multiplicity: 1
E_LUMO: 0.41 eV

Last column: Löwdin charge in e.
Cartesian coordinates (Å):
N  -2.5406  -1.8390  1.2748  0.124
C  -1.4712  -1.4732  0.8651  -0.116
C  -0.6139  -0.4281  0.2390  -0.355
N  -0.9448  -0.1086  -0.9505  0.094
C  -0.4862  1.0200  -1.7148  -0.220
C  0.6881  1.8687  -1.3302  -0.096
C  1.5047  1.7966  -0.2786  -0.102
C  1.4853  0.8535  0.8772  -0.185
N  0.2867  0.0782  1.1257  0.049
H  -0.2989  0.6613  -2.7419  0.119
H  -1.3546  1.6942  -1.8314  0.126
H  0.8612  2.6852  -2.0391  0.104
H  2.3356  2.5064  -0.2316  0.105
H  2.3445  0.1666  0.7642  0.128
H  1.6875  1.4288  1.7926  0.124
H  0.2737  -0.3169  2.0622  0.142
O  -0.9578  -3.5980  0.9013  -0.231
H  -0.6736  -3.6081  -0.0190  0.016
H  -2.1255  -3.3876  1.2349  0.175

***

Entry iii
Computed, not measured: a cluster of 3 separate species, C6H9N3O in total, with ωB97M-V with the def2-TZVPD basis set.

HOMO energy: -7.955 eV
HOMO-LUMO gap: 8.57 eV
multiplicity: 1
E_LUMO: 0.62 eV

Last column: Löwdin charge in e.
Cartesian coordinates (Å):
N  2.1218  -0.4691  2.1401  0.090
C  1.0770  0.3545  2.5854  -0.296
C  0.2586  1.1569  1.8079  -0.237
C  0.2663  1.4085  0.3351  -0.099
C  -0.4834  0.4212  -0.4889  -0.195
N  -1.4500  -0.3069  -0.6053  0.090
N  -0.6678  1.7367  2.6515  0.049
C  -0.4560  1.3321  3.9311  -0.123
C  0.6405  0.4882  3.9386  -0.038
H  2.5773  -0.1400  1.2961  0.075
H  2.8233  -0.6358  2.8523  0.086
H  -0.1590  2.4003  0.1122  0.128
H  1.3000  1.4333  -0.0447  0.120
H  -1.3940  2.3745  2.3576  0.157
H  -1.1431  1.6031  4.7278  0.113
H  1.0400  -0.0419  4.8010  0.101
O  0.5133  -0.8198  -1.7222  -0.240
H  1.2909  -0.9465  -1.1643  0.009
H  -0.7129  -1.2531  -1.4854  0.212

***

The structure with the least stability is entry ii.

***

Entry i
Computed, not measured: the molecule C4H8OS2, with ωB97M-V with the def2-TZVPD basis set.

HOMO energy: -8.934 eV
HOMO-LUMO gap: 9.47 eV
multiplicity: 1
E_LUMO: 0.53 eV

Last column: Löwdin charge in e.
Cartesian coordinates (Å):
O  -0.1657  1.7319  -0.3760  -0.093
C  -0.1174  0.7478  0.6088  -0.414
C  0.8888  -0.3597  0.3146  -0.600
S  2.4533  0.0665  -0.5524  0.764
C  -0.1530  -1.1211  -0.5303  -0.198
C  -1.2070  -0.3228  0.2784  -0.646
S  -2.8196  0.0436  -0.4540  0.734
H  0.7823  1.7499  -0.7952  0.090
H  -0.2290  1.1532  1.6272  0.148
H  1.0930  -1.0285  1.0760  0.078
H  3.3109  0.1933  0.5289  -0.110
H  -0.1838  -0.8837  -1.6111  0.117
H  -0.0943  -2.2019  -0.3513  0.112
H  -1.3113  -0.9298  1.2501  0.128
H  -2.2471  1.1613  -1.0137  -0.111

***

Entry ii
Computed, not measured: the molecule C4H8OS2, with ωB97M-V with the def2-TZVPD basis set.

HOMO energy: -8.832 eV
HOMO-LUMO gap: 9.53 eV
multiplicity: 1
E_LUMO: 0.70 eV

Last column: Löwdin charge in e.
Cartesian coordinates (Å):
C  -0.8935  -0.3011  -2.5926  -0.431
S  0.2424  1.0264  -2.0624  0.403
S  -0.2226  1.9372  -0.3201  0.471
C  0.9195  1.1401  0.8823  -0.535
C  0.6396  -0.3317  1.0783  -0.273
C  -0.4126  -0.7779  2.0362  -0.279
O  -1.5355  -1.0476  1.6987  0.056
H  -1.0945  -0.9460  -1.6408  0.059
H  -0.2845  -0.9085  -3.2279  0.015
H  -1.8196  0.1496  -2.8724  0.013
H  1.9806  1.3040  0.7156  0.074
H  0.6581  1.6032  1.8677  0.088
H  1.6032  -0.8639  1.1376  0.122
H  0.3622  -0.9433  0.2105  0.092
H  -0.1429  -1.0406  3.0893  0.127

***

Entry iii
Computed, not measured: the molecule C4H8OS2, with ωB97M-V with the def2-TZVPD basis set.

HOMO energy: -8.490 eV
HOMO-LUMO gap: 9.11 eV
multiplicity: 1
E_LUMO: 0.62 eV

Last column: Löwdin charge in e.
Cartesian coordinates (Å):
C  -1.9823  1.6862  0.2443  -0.492
S  -0.4374  1.6658  1.1723  0.428
S  0.0158  -0.2284  1.6538  0.466
C  -0.0320  -1.3393  0.1791  -0.475
C  0.9619  -0.8355  -0.8789  -0.214
C  2.2996  -0.4742  -0.1873  -0.328
O  3.1140  -1.2242  0.2658  0.060
H  -1.8974  1.7578  -0.8473  0.031
H  -2.6781  2.5279  0.4545  0.040
H  -2.6764  0.8665  0.4480  0.034
H  0.2402  -2.3068  0.6095  0.081
H  -1.0964  -1.2667  -0.0514  0.055
H  0.5641  0.1098  -1.2429  0.085
H  1.1862  -1.5641  -1.6656  0.118
H  2.4181  0.6254  -0.1539  0.111

***

The structure with the least stability is entry i.

***

Entry i
Computed, not measured: a cluster of 2 separate species, C10H10N2O2 in total, with ωB97M-V with the def2-TZVPD basis set.

HOMO energy: -7.501 eV
HOMO-LUMO gap: 7.63 eV
multiplicity: 1
E_LUMO: 0.13 eV

Last column: Löwdin charge in e.
Cartesian coordinates (Å):
O  -0.3278  -1.2030  -0.4910  0.045
C  0.4883  -0.3886  -0.8852  -0.481
C  1.8762  -0.1943  -0.3543  -0.006
C  2.6943  0.7088  -0.9850  -0.036
N  2.3261  1.1950  -2.2616  0.099
C  1.0667  1.1961  -2.8233  -0.473
O  0.8193  1.6775  -3.9371  0.062
N  0.2729  0.3162  -2.0621  0.212
H  2.0627  -0.7718  0.6031  0.139
H  3.6083  1.0067  -0.5232  0.116
H  3.0392  1.8880  -2.6133  0.181
H  -0.7211  0.0226  -2.3833  0.218
C  -2.6014  0.2635  1.7174  -0.119
C  -2.5927  -1.0877  2.0546  -0.086
C  -1.3876  -1.7883  1.9369  -0.080
C  -0.2476  -1.1789  1.4370  -0.146
C  -0.2887  0.1597  1.0526  -0.144
C  -1.4776  0.8912  1.2250  -0.073
H  -3.5172  0.8235  1.7786  0.091
H  -3.4873  -1.5613  2.4085  0.092
H  -1.3179  -2.8251  2.2571  0.102
H  0.6608  -1.7220  1.2819  0.100
H  0.5935  0.6342  0.6497  0.083
H  -1.5412  1.9380  0.9170  0.105

***

Entry ii
Computed, not measured: a cluster of 2 separate species, C10H10N2O2 in total, with ωB97M-V with the def2-TZVPD basis set.

HOMO energy: -9.405 eV
HOMO-LUMO gap: 9.55 eV
multiplicity: 1
E_LUMO: 0.15 eV

Last column: Löwdin charge in e.
Cartesian coordinates (Å):
O  5.2747  -2.1459  1.1858  -0.024
C  4.8607  -1.2272  0.3431  -0.343
C  3.6123  -1.4093  -0.4157  -0.009
C  3.0197  -0.2207  -0.8157  -0.068
N  3.6306  1.0383  -0.7891  0.124
C  4.8320  1.2955  0.0673  -0.422
O  5.1667  2.4619  0.2832  0.071
N  5.4424  0.1056  0.3878  0.179
H  3.1976  -2.3906  -0.3946  0.101
H  1.9052  -0.2471  -1.1591  0.152
H  3.2551  1.8429  -1.0622  0.076
H  6.2042  0.0115  1.0626  0.163
C  -4.5275  -1.2662  -0.2881  -0.073
C  -3.2763  -0.7522  -0.5679  -0.113
C  -2.9444  0.5170  -0.1436  -0.125
C  -3.7702  1.3554  0.5911  -0.085
C  -5.1024  0.8965  0.8353  -0.088
C  -5.5003  -0.4131  0.4029  -0.067
H  -4.8918  -2.1956  -0.6114  0.075
H  -2.5578  -1.2883  -1.1054  0.082
H  -1.9767  0.8963  -0.4635  0.097
H  -3.3610  2.2977  0.9202  0.094
H  -5.9003  1.5481  1.2161  0.094
H  -6.5926  -0.7106  0.5209  0.111

***

Entry iii
Computed, not measured: the molecule C10H10N2O2, with ωB97M-V with the def2-TZVPD basis set.

HOMO energy: -6.547 eV
HOMO-LUMO gap: 6.20 eV
multiplicity: 1
E_LUMO: -0.35 eV

Last column: Löwdin charge in e.
Cartesian coordinates (Å):
O  2.9426  1.8983  -1.0581  0.090
C  2.4739  0.9273  -0.4959  -0.385
C  3.0249  0.0739  0.4840  -0.018
C  2.4542  -1.0192  0.7693  -0.111
N  1.4769  -1.5915  -0.0180  0.092
C  0.5895  -0.6267  -0.8392  -0.402
N  1.1558  0.5668  -1.0406  0.214
O  -0.4625  -1.2295  -1.2226  -0.031
C  -1.6463  -1.0094  -0.2005  -0.229
C  -2.7453  -0.2714  -0.7365  -0.077
C  -2.9201  0.9963  -0.2194  -0.099
C  -1.8957  1.6160  0.5541  -0.151
C  -0.7469  1.0115  0.9770  -0.052
C  -0.6608  -0.3899  0.5498  -0.192
H  3.9886  0.2225  0.8175  0.112
H  2.7450  -1.7480  1.5261  0.148
H  0.7038  -2.2459  0.2150  0.161
H  0.7988  1.3116  -1.7425  0.228
H  -1.6980  -2.1662  -0.4751  0.172
H  -3.6914  -0.8111  -1.0136  0.112
H  -3.9013  1.5029  -0.2818  0.110
H  -2.2722  2.5984  0.9490  0.100
H  0.0473  1.3700  1.6371  0.113
H  0.2391  -0.9867  0.8651  0.094

***

The structure with the least stability is entry iii.